Density functional theory data (wB97M-V/def2-TZVPD) for a structure of composition C6H11N.

Values from the calculation:
E_tot: -289.8493 Eh
Spin multiplicity: 1
Lowest unoccupied orbital energy: 0.565 eV
ΔE to the lowest compared entry with this formula, charge and spin: 321.4 kJ/mol

Each line ends with the Mulliken charge.
Geometry (Å):
C1 0.961 1.055 -0.073  -1.150
C2 1.844 -0.689 0.505  -0.515
C3 -0.370 0.608 -0.172  1.052
N1 1.119 -1.247 1.497  -0.649
C4 -0.836 0.162 -1.491  -0.278
C5 -1.033 0.231 1.014  -1.165
C6 -2.083 -0.186 -1.812  -0.821
H1 -0.083 -0.788 1.370  0.367
H2 1.400 -0.871 2.402  0.296
H3 1.484 1.340 -0.979  0.392
H4 1.231 1.632 0.805  0.390
H5 2.803 -0.232 0.739  0.372
H6 1.800 -1.201 -0.451  0.329
H7 -0.080 0.150 -2.271  0.226
H8 -0.899 0.872 1.880  0.328
H9 -2.030 -0.190 0.952  0.359
H10 -2.339 -0.473 -2.823  0.260
H11 -2.890 -0.173 -1.091  0.207